Record 1
# C22H57N3O9P

4 unconnected molecules or ions with the total composition C22H57N3O9P (ωB97M-V with the def2-TZVPD basis set, the OMol25 dataset).

Geometry as XYZ:
```
92
Properties=species:S:1:pos:R:3
C -1.903 1.697 0.641
C -0.990 1.738 -0.585
O 0.371 1.924 -0.296
C 0.659 3.147 0.365
C 2.098 3.549 0.202
O 2.154 4.796 0.868
P 0.635 5.704 0.643
O -0.098 4.195 -0.087
H -2.911 2.015 0.359
H -1.981 0.690 1.056
H -1.558 2.376 1.420
H -1.368 2.484 -1.289
H -1.045 0.767 -1.087
H 0.500 3.010 1.454
H 2.351 3.707 -0.856
H 2.778 2.841 0.686
H 1.220 6.844 1.309
H 1.157 6.077 -0.666
H -0.553 6.456 0.363
H 0.105 5.227 1.906
C 0.477 -3.170 -2.722
O 1.015 -3.249 -1.418
C 0.590 -2.196 -0.550
C -0.273 -2.732 0.567
N -1.546 -3.226 0.059
C -2.357 -3.923 1.047
C -1.806 -5.215 1.640
O -1.683 -6.273 0.709
C -0.445 -6.341 0.024
H 0.940 -3.961 -3.310
H -0.609 -3.313 -2.730
H 0.705 -2.206 -3.186
H 0.060 -1.427 -1.115
H 1.483 -1.735 -0.120
H -0.458 -1.926 1.282
H 0.299 -3.517 1.084
H -1.362 -3.852 -0.715
H -3.317 -4.156 0.579
H -2.565 -3.233 1.871
H -2.519 -5.558 2.396
H -0.849 -5.057 2.152
H 0.383 -5.995 0.648
H -0.452 -5.762 -0.904
H -0.269 -7.387 -0.230
C -7.261 5.490 -2.083
O -6.176 4.592 -2.095
C -5.621 4.353 -3.383
C -4.214 4.895 -3.483
N -4.212 6.350 -3.459
C -2.879 6.947 -3.384
C -2.055 6.683 -2.131
O -2.603 7.273 -0.974
C -3.475 6.457 -0.228
H -7.641 5.521 -1.064
H -6.964 6.502 -2.379
H -8.065 5.154 -2.749
H -6.254 4.800 -4.157
H -5.600 3.271 -3.540
H -3.779 4.559 -4.430
H -3.623 4.452 -2.669
H -4.746 6.659 -2.655
H -3.000 8.029 -3.485
H -2.305 6.608 -4.254
H -1.068 7.128 -2.281
H -1.871 5.613 -1.979
H -3.181 5.405 -0.285
H -4.521 6.557 -0.547
H -3.402 6.771 0.813
C 7.177 -5.539 3.886
O 5.982 -4.836 4.142
C 5.978 -3.493 3.666
C 4.958 -3.313 2.567
N 5.353 -4.035 1.366
C 4.340 -4.055 0.315
C 3.034 -4.783 0.594
O 3.175 -6.189 0.741
C 3.462 -6.641 2.047
H 7.087 -6.512 4.366
H 7.347 -5.689 2.814
H 8.044 -5.020 4.306
H 6.974 -3.214 3.310
H 5.719 -2.841 4.505
H 4.880 -2.248 2.330
H 3.984 -3.638 2.961
H 5.581 -4.988 1.620
H 4.790 -4.514 -0.569
H 4.103 -3.020 0.048
H 2.383 -4.621 -0.267
H 2.514 -4.372 1.470
H 3.009 -5.994 2.805
H 4.537 -6.703 2.243
H 3.043 -7.643 2.149
```

Its maximum force is 0.0182 hartree/bohr. The calculation puts the relative energy (zero: lowest compared OMol25 entry of this formula, charge and spin) at 0.0 kcal/mol. Its total charge is -1. The frontier orbital gap comes out at 6.3 eV. The value obtained for the LUMO energy is 2.15 eV. The total energy is -2055.026599 hartree. The HOMO energy is -4.15 eV.

Record 2
# C22H58FFeO8

A molecular structure, C22H58FFeO8 in a non-equilibrium geometry (ωB97M-V with the def2-TZVPD basis set, the OMol25 dataset).

Geometry as XYZ:
```
90
Properties=species:S:1:pos:R:3
Fe -1.339 -2.569 -0.966
C 0.530 0.446 1.164
C -0.711 0.512 0.366
O -1.175 -0.671 -0.227
H 0.274 -0.034 2.109
H 0.766 1.505 1.264
H 1.273 -0.226 0.735
H -0.502 1.252 -0.408
H -1.523 0.889 0.988
C -0.255 -2.721 2.935
C 0.363 -3.529 1.783
O -0.370 -3.544 0.573
H -0.969 -2.022 2.499
H 0.437 -2.097 3.500
H -0.783 -3.370 3.634
H 0.660 -4.499 2.180
H 1.380 -3.150 1.675
F -2.368 -2.093 -2.561
C -3.953 -1.739 1.933
C -4.289 -2.282 0.547
C -4.672 -1.237 -0.479
O -2.980 -2.882 0.190
H -4.766 -1.154 2.364
H -3.082 -1.113 1.736
H -3.717 -2.392 2.773
H -5.021 -3.086 0.481
H -4.720 -1.745 -1.442
H -3.936 -0.434 -0.530
H -5.626 -0.758 -0.260
H -2.905 -3.519 0.904
C -2.009 4.429 -1.845
C -2.809 3.231 -2.496
C -4.320 3.334 -2.122
O -2.706 3.193 -3.869
H -1.580 4.230 -0.863
H -2.649 5.311 -1.827
H -1.095 4.661 -2.391
H -2.466 2.256 -2.150
H -4.740 4.309 -2.369
H -4.439 3.456 -1.046
H -4.931 2.557 -2.583
H -2.784 2.295 -4.200
C 1.123 1.143 -2.813
C 0.394 0.458 -3.977
C 0.640 1.243 -5.300
O 1.027 -0.777 -4.184
H 0.587 2.034 -2.488
H 2.163 1.413 -3.000
H 1.194 0.424 -1.996
H -0.631 0.278 -3.653
H -0.005 0.847 -6.084
H 1.667 1.297 -5.663
H 0.309 2.250 -5.044
H 0.826 -0.876 -5.118
C 2.119 -3.927 -3.349
C 1.476 -3.319 -2.090
C 2.545 -2.383 -1.466
O 0.282 -2.598 -2.276
H 2.313 -3.115 -4.050
H 1.403 -4.655 -3.730
H 2.990 -4.541 -3.122
H 1.302 -4.164 -1.424
H 3.525 -2.847 -1.351
H 2.266 -2.152 -0.438
H 2.854 -1.486 -2.002
H 0.449 -1.926 -2.942
C 5.590 -1.579 3.437
C 4.617 -1.035 2.381
C 3.685 -0.121 3.075
O 5.310 -0.268 1.415
H 5.013 -2.083 4.213
H 6.240 -0.820 3.870
H 6.248 -2.277 2.919
H 4.148 -1.878 1.873
H 4.147 0.478 3.859
H 2.973 -0.875 3.411
H 3.019 0.536 2.516
H 5.565 -0.827 0.676
C -0.777 2.919 4.153
C 0.272 3.975 3.920
C 1.274 3.584 2.801
O -0.454 5.146 3.626
H -1.658 3.120 3.544
H -1.255 2.955 5.131
H -0.542 1.900 3.845
H 0.845 4.022 4.846
H 2.112 4.274 2.705
H 0.844 3.704 1.807
H 1.497 2.530 2.972
H -1.025 5.002 2.867
```

Its maximum force is 0.0714 hartree/bohr. Its total charge is +1. As for the expectation value of S²: 12.023. The multiplicity is 7. The frontier orbital gap (spin up / spin down) comes out at 10.0 / 5.3 eV. The value obtained for the LUMO energy (spin up / spin down) is -2.17 / -6.86 eV. The total energy is -2838.094648 hartree. The HOMO energy (spin up / spin down) is -12.18 / -12.18 eV.

Record 3
# C22H58FLiO8Zn

A molecular structure, C22H58FLiO8Zn in a non-equilibrium geometry (ωB97M-V with the def2-TZVPD basis set, the OMol25 dataset).

Geometry as XYZ:
```
91
Properties=species:S:1:pos:R:3
Li 10.803 13.509 9.041
Zn 9.667 17.003 10.067
F 8.005 16.011 9.639
C 8.885 20.230 7.530
C 9.822 19.113 7.983
O 9.923 18.888 9.374
H 8.980 20.633 6.521
H 8.933 21.077 8.214
H 7.859 19.871 7.610
H 10.798 19.348 7.559
H 9.389 18.189 7.599
C 13.030 16.321 8.105
C 12.457 15.618 9.428
O 11.102 15.535 9.532
H 12.677 15.751 7.245
H 14.114 16.215 8.080
H 12.815 17.386 8.194
H 12.837 16.132 10.311
H 12.841 14.599 9.478
C 4.077 18.611 10.215
C 5.652 18.657 10.178
C 6.171 20.082 10.452
O 6.086 17.681 11.131
H 3.650 17.623 10.042
H 3.726 19.199 9.368
H 3.705 19.086 11.123
H 5.900 18.279 9.186
H 7.227 19.942 10.684
H 5.611 20.678 11.173
H 6.075 20.656 9.531
H 6.414 16.952 10.600
C 7.018 16.505 6.236
C 6.464 15.080 6.446
C 6.687 14.187 5.210
O 7.169 14.482 7.432
H 8.098 16.493 6.380
H 6.584 17.341 6.784
H 6.848 16.783 5.195
H 5.457 15.015 6.859
H 6.094 13.274 5.154
H 7.729 13.872 5.160
H 6.571 14.738 4.277
H 7.091 15.116 8.149
C 10.321 15.314 13.163
C 9.122 16.233 12.844
C 8.565 16.723 14.098
O 9.670 17.241 12.028
H 11.081 15.743 13.816
H 10.759 14.953 12.233
H 10.024 14.448 13.754
H 8.480 15.548 12.292
H 7.568 17.132 13.937
H 9.134 17.513 14.587
H 8.315 15.872 14.732
H 10.279 17.770 12.549
C 2.781 16.425 13.738
C 4.297 16.376 14.045
C 4.890 15.216 13.284
O 4.910 17.614 13.700
H 2.229 17.333 13.980
H 2.164 15.752 14.334
H 2.745 16.359 12.650
H 4.582 16.161 15.074
H 4.207 14.366 13.270
H 5.817 14.845 13.723
H 4.890 15.561 12.251
H 5.321 17.633 12.834
C 6.748 13.036 10.921
C 8.090 12.416 10.635
C 8.064 11.058 9.928
O 8.806 13.233 9.771
H 6.083 12.370 11.471
H 6.211 13.114 9.976
H 6.796 13.970 11.480
H 8.740 12.467 11.508
H 7.452 11.239 9.044
H 7.721 10.329 10.663
H 9.074 10.738 9.675
H 8.226 13.994 9.696
C 10.532 13.888 5.145
C 10.206 12.632 5.966
C 11.345 11.621 5.837
O 9.973 13.006 7.287
H 9.818 14.710 5.193
H 10.651 13.689 4.079
H 11.527 14.284 5.346
H 9.288 12.225 5.542
H 11.064 10.698 6.343
H 12.257 12.047 6.255
H 11.553 11.413 4.787
H 9.054 13.278 7.351
```

Its maximum force is 0.0743 hartree/bohr. The calculation puts the relative energy (zero: lowest compared OMol25 entry of this formula, charge and spin) at 24.6 kcal/mol. The frontier orbital gap comes out at 7.6 eV. The value obtained for the LUMO energy is -0.18 eV. The total energy is -3361.688245 hartree. The HOMO energy is -7.75 eV.

Record 4
# C22H59BCsFMgNNaO12P2

A molecular structure, C22H59BCsFMgNNaO12P2 in a non-equilibrium geometry (ωB97M-V with the def2-TZVPD basis set, the OMol25 dataset).

Geometry as XYZ:
```
101
Properties=species:S:1:pos:R:3
C -3.587 -4.716 -3.394
C -3.589 -3.789 -2.003
C -4.764 -2.610 -2.091
N -4.028 -1.288 -2.069
C -4.386 -0.392 -3.234
O -3.215 0.034 -4.019
C -2.579 -1.087 -4.729
C -0.938 -0.789 -4.688
O -0.543 0.417 -5.433
C 0.714 1.003 -4.896
C 0.498 2.435 -4.111
B 1.387 2.336 -2.692
O 0.845 2.830 -1.404
O 2.777 1.757 -2.697
P 0.088 -2.359 -5.109
C 1.540 -1.985 -6.292
O 0.855 -2.872 -3.608
P -3.306 -1.145 -6.494
C -5.024 -2.061 -6.429
C -6.263 -1.093 -6.995
C -2.258 -2.192 -7.699
C -2.334 -3.785 -7.217
H -4.244 -5.683 -3.222
H -4.012 -4.105 -4.298
H -2.484 -5.031 -3.687
H -3.877 -4.503 -1.115
H -2.551 -3.262 -1.871
H -5.516 -2.666 -1.169
H -5.374 -2.824 -3.066
H -4.249 -0.783 -1.177
H -4.839 0.604 -2.756
H -5.245 -0.815 -3.929
H -2.718 -2.137 -4.226
H -0.708 -0.557 -3.540
H 1.504 1.129 -5.782
H 1.232 0.232 -4.147
H 1.067 3.262 -4.755
H -0.626 2.721 -3.924
H 0.646 1.980 -0.878
H 2.614 0.762 -2.531
H 1.828 -2.852 -7.024
H 1.236 -1.058 -6.979
H 2.454 -1.589 -5.640
H 0.257 -3.509 -3.118
H -5.276 -2.466 -5.356
H -5.042 -3.016 -7.144
H -6.251 -1.194 -8.174
H -6.075 0.017 -6.661
H -7.294 -1.500 -6.611
H -2.737 -2.153 -8.780
H -1.140 -1.842 -7.706
H -1.339 -4.346 -7.494
H -3.206 -4.321 -7.794
H -2.593 -3.852 -6.055
O -3.427 1.068 -0.207
H -2.809 1.069 -0.915
Cs -0.979 3.026 -5.830
O -4.653 -7.690 -3.622
H -4.800 -7.770 -2.697
C 3.905 1.029 4.237
O 3.421 2.295 3.800
C 3.559 2.471 2.387
C 2.236 2.211 1.659
O 1.835 0.842 1.776
C 0.852 0.651 2.789
H 3.517 0.841 5.243
H 3.581 0.214 3.584
H 4.997 1.052 4.280
H 4.360 1.834 1.992
H 3.851 3.514 2.222
H 2.378 2.411 0.591
H 1.446 2.880 2.021
H -0.127 0.962 2.412
H 1.085 1.202 3.701
H 0.813 -0.415 3.030
O 2.664 2.518 7.529
H 3.352 2.894 8.134
H 2.437 1.585 7.774
H 2.940 2.585 6.580
C 8.203 1.902 3.326
O 7.026 2.117 4.083
H 8.652 0.953 3.629
H 7.951 1.860 2.263
H 8.911 2.713 3.512
H 6.651 2.965 3.792
F -1.829 -6.554 -2.475
C 2.214 3.255 10.825
C 1.167 3.718 11.805
C 0.775 2.425 12.485
O 1.935 1.581 12.477
C 2.913 2.161 11.603
H 2.892 4.047 10.499
H 1.729 2.831 9.938
H 1.619 4.401 12.534
H 0.321 4.228 11.337
H -0.017 1.909 11.932
H 0.438 2.578 13.515
H 3.717 2.569 12.225
H 3.333 1.387 10.954
Na 2.082 5.989 12.366
Mg 5.555 4.394 2.816
```

Its maximum force is 0.1993 hartree/bohr. The calculation puts the relative energy (zero: lowest compared OMol25 entry of this formula, charge and spin) at 183.6 kcal/mol. Its total charge is +2. The frontier orbital gap comes out at 1.7 eV. The value obtained for the LUMO energy is -7.21 eV. The total energy is -3019.717003 hartree. The HOMO energy is -8.88 eV.

Record 5
# C22H60N2O13

7 unconnected molecules or ions with the total composition C22H60N2O13 in a non-equilibrium geometry (ωB97M-V with the def2-TZVPD basis set, the OMol25 dataset).

Geometry as XYZ:
```
97
Properties=species:S:1:pos:R:3
C 1.480 1.039 -4.841
O 0.811 0.716 -3.600
C -0.606 0.906 -3.629
C -1.261 0.332 -2.377
N -2.668 0.101 -2.523
C -3.486 1.287 -2.500
C -4.857 0.896 -2.771
O -5.718 1.853 -2.693
C -6.673 1.908 -3.718
H 1.122 0.519 -5.651
H 2.550 0.839 -4.875
H 1.401 2.148 -5.100
H -1.051 0.340 -4.518
H -0.758 2.005 -3.762
H -1.055 0.997 -1.532
H -0.776 -0.595 -2.057
H -2.836 -0.443 -3.399
H -3.160 2.184 -3.138
H -3.517 1.516 -1.422
H -5.292 -0.020 -2.270
H -4.834 0.424 -3.747
H -7.627 2.347 -3.434
H -6.901 0.879 -3.960
H -6.218 2.372 -4.660
C 2.583 -1.827 -2.596
O 2.420 -2.958 -1.883
C 2.062 -2.712 -0.585
C 2.225 -3.984 0.128
N 1.729 -3.968 1.535
C 1.850 -5.299 2.173
C 1.780 -5.291 3.710
O 1.973 -6.345 4.397
C 3.330 -6.686 4.573
H 3.091 -1.014 -2.107
H 1.613 -1.465 -2.926
H 3.009 -2.101 -3.579
H 1.100 -2.264 -0.500
H 2.743 -1.893 -0.280
H 3.319 -4.166 0.215
H 1.845 -4.853 -0.375
H 2.084 -3.238 2.148
H 2.677 -5.835 1.931
H 0.919 -5.788 1.777
H 0.805 -4.964 3.956
H 2.320 -4.361 4.020
H 3.241 -7.389 5.396
H 3.948 -5.890 5.088
H 3.796 -7.006 3.688
O -5.024 -0.571 1.044
C -3.973 -0.255 1.947
C -2.896 0.278 1.148
O -1.659 -0.217 1.626
H -5.802 0.020 1.181
H -4.357 0.546 2.663
H -3.714 -1.128 2.494
H -3.115 1.346 0.956
H -2.938 -0.338 0.150
H -1.552 -1.137 1.551
O 1.831 0.759 4.892
C 1.692 -0.406 4.082
C 2.930 -0.706 3.494
O 2.860 -1.569 2.375
H 1.206 1.369 4.473
H 1.460 -1.113 4.799
H 0.883 -0.507 3.442
H 3.513 -1.143 4.265
H 3.428 0.311 3.278
H 2.272 -1.116 1.731
O -0.371 2.015 3.463
C 0.578 2.631 2.704
C -0.146 3.665 1.935
O -0.896 3.036 0.898
H -1.137 1.836 2.823
H 1.315 3.044 3.394
H 1.102 1.977 2.092
H 0.631 4.313 1.430
H -0.669 4.321 2.611
H -1.047 3.451 0.076
O -1.077 5.236 -1.269
C -0.287 4.778 -2.295
C 0.991 4.298 -1.798
O 1.700 3.611 -2.824
H -1.535 6.013 -1.546
H -0.903 4.020 -2.803
H 0.035 5.586 -2.912
H 0.915 3.680 -0.930
H 1.639 5.046 -1.320
H 1.124 2.900 -3.126
C 2.712 1.131 -0.032
C 1.385 0.626 -0.262
O 1.023 -0.179 0.777
H 2.841 1.621 0.969
H 3.012 1.876 -0.853
H 3.471 0.383 -0.123
H 1.224 -0.032 -1.124
H 0.633 1.455 -0.180
H 0.114 -0.013 0.915
```

Its maximum force is 0.1529 hartree/bohr. The calculation puts the relative energy (zero: lowest compared OMol25 entry of this formula, charge and spin) at 127.3 kcal/mol. The frontier orbital gap comes out at 8.0 eV. The value obtained for the LUMO energy is 0.25 eV. The total energy is -1961.458569 hartree. The HOMO energy is -7.79 eV.